(1)
The following is a DFT calculation (wB97M-V/def2-TZVPD) of C18H15AuNO4S as an isolated structure.

```
40
Properties=species:S:1:pos:R:3:forces:R:3
Au -0.128419 2.085535 -1.467650 -0.4666 -1.9426 -0.2708
C -0.574125 3.701324 -0.306538 -0.1748 1.1060 5.1080
O -0.643200 4.063336 0.780557 0.0459 -0.6444 -3.8772
C -0.297137 3.195530 -3.072915 -0.3503 6.2179 -5.0127
O -0.393986 4.128651 -3.766439 0.4274 -4.9022 3.2439
C -2.990265 1.489138 -2.176217 -4.1668 -0.6727 -0.3914
O -4.119796 1.297168 -2.296347 4.0216 0.6578 0.3934
C 2.519836 1.795530 -2.531608 3.1632 -0.3783 0.0988
O 3.649226 1.630890 -2.529415 -2.8834 0.3859 -0.0814
C -0.324794 -0.633024 -4.299174 -0.1247 0.5920 0.5186
H 0.621635 -1.106073 -4.024889 -0.3537 -0.1169 -0.2768
H -1.277119 -1.134107 -4.089475 0.4689 -0.0575 -0.2319
C -0.327486 0.611068 -4.789342 -0.0354 0.4565 -0.0179
H -1.265742 1.129985 -5.039054 0.4433 -0.3521 -0.0217
H 0.605028 1.152896 -5.014231 -0.4316 -0.3753 0.0132
N 0.004686 0.107072 -0.921787 0.3248 -0.0944 -0.3328
S 1.082300 -0.192130 0.258496 -0.3100 0.2610 1.1200
C 0.317325 0.594443 1.668680 0.4336 0.9396 0.7117
C -1.030568 0.389024 1.940631 -0.2699 -0.4848 0.0323
C -1.609668 1.005674 3.049902 0.0705 -0.2964 -0.5429
C -0.846797 1.846507 3.854539 0.2433 0.0871 -0.0846
C 0.489606 2.097647 3.554497 0.5410 0.1324 -0.3718
C 1.077947 1.493061 2.438670 0.3781 -0.4415 -0.4457
C 0.881733 -1.884507 0.794245 -0.0715 -0.9719 -2.8289
C 1.270630 -2.211304 2.101002 -0.2608 0.0924 1.3764
C 1.048154 -3.493416 2.582948 -0.4696 -1.4536 -0.0978
C 0.549229 -4.482268 1.728340 0.8518 0.2627 2.1425
C 0.309804 -4.174427 0.386576 -0.0394 -0.3733 -1.1814
C 0.557505 -2.892778 -0.112319 0.0869 1.9244 0.2490
H -0.617459 -0.644422 -1.229634 -0.0122 0.3178 0.2579
H -1.598756 -0.265328 1.278775 -0.1450 0.1289 0.3118
H -2.655208 0.815317 3.262760 0.0723 0.0925 0.0593
H -1.291415 2.338261 4.705221 -0.1079 -0.0199 0.1294
H 1.097830 2.784462 4.154642 -0.3772 -0.2995 -0.1834
H 2.115820 1.688245 2.130989 -0.4141 0.0141 0.4460
H 1.678381 -1.449404 2.757995 0.1043 -0.0506 -0.0151
H 1.255811 -3.739703 3.618536 0.1259 0.0784 -0.1004
H 0.426838 -5.505163 2.086873 -0.1256 0.2709 -0.0584
H -0.044442 -4.945631 -0.289583 -0.0206 -0.0040 0.0162
H 0.477077 -2.687080 -1.178258 -0.1914 -0.0863 0.1963
```
Positions in Å, forces in eV/Å.

**Energy**: -1583.16745 Eh
**Gap between HOMO and LUMO (spin up / spin down)**: 8.050 / 3.809 eV
**Charge**: +3
**Largest force on an atom**: 8.0 eV/A
**HOMO energy (spin up / spin down)**: -0.685 / -0.673 Ha
**Energy relative to the best compared isomer or geometry (same formula, charge and spin)**: 0.0 kcal/mol
**Multiplicity**: 3

---

(2)
The following is a DFT calculation (wB97M-V/def2-TZVPD) of one molecule with the formula C18H15ClN4O3S.

```
42
Properties=species:S:1:pos:R:3:forces:R:3
C -1.391968 -5.240201 2.315199 -0.7499 -0.1444 -0.6918
C -2.406175 -4.108399 2.473830 -0.3578 -0.0939 2.6612
C -3.097765 -3.879917 3.661998 1.1026 0.3843 -2.0789
S -4.070200 -2.391328 3.594516 0.6358 -0.6043 -0.6866
C -3.556038 -2.104846 1.928831 -0.8270 0.7665 -1.0915
N -4.042924 -1.135554 1.162255 0.8150 -0.9403 0.2000
C -3.569261 -1.053763 -0.156352 0.3979 -1.0759 1.5096
C -2.625253 -1.887700 -0.639322 0.7680 -0.0740 0.4140
C -2.015765 -1.735997 -2.050924 0.8772 -0.9571 0.7572
C -0.597484 -1.177472 -1.979098 -2.0817 1.3423 2.1123
N -0.401960 0.015293 -1.430975 -0.3536 -2.8981 -2.1478
N 0.943634 0.133918 -1.559873 1.7958 0.1763 1.2893
C 1.676939 1.176637 -0.830086 -0.3041 0.7059 -0.0037
C 1.314063 2.546881 -1.437749 0.6729 0.1003 -0.4259
C 2.130497 3.657068 -0.803601 -0.0323 -0.6440 -0.3400
C 1.725572 4.275811 0.366380 -0.2517 0.5203 0.5953
C 2.477828 5.317605 0.934029 0.1271 -0.2391 0.2689
C 3.732875 5.610243 0.408960 -0.5243 -1.2006 -1.2753
Cl 4.800481 6.690791 1.182239 0.2941 0.5896 0.3126
C 4.159682 4.948156 -0.761840 0.1271 -0.1988 -0.1466
C 3.356532 3.994665 -1.385240 -0.2700 0.4958 0.6260
C 1.525416 -1.037918 -1.977182 2.1381 0.1989 0.1068
O 2.695452 -1.306854 -2.108219 -0.4931 0.2484 0.0950
O 0.523687 -1.915567 -2.253777 -1.5367 1.3574 -0.1352
C -2.119714 -2.986488 0.233025 -0.1577 -1.3808 -2.9626
O -1.448616 -3.893548 -0.272007 -0.0282 0.9166 1.1680
N -2.679458 -3.107127 1.508195 -0.1534 0.8481 0.5024
H -1.323650 -5.890001 3.193317 -0.1769 0.5972 0.1800
H -0.395933 -4.929906 2.012765 -0.0352 0.3590 0.1153
H -1.723215 -5.907326 1.518884 -0.0263 0.0977 -0.1664
H -2.949587 -4.439671 4.594661 -0.2530 0.3381 -0.6615
H -3.948617 -0.322491 -0.840424 -0.5711 0.5957 0.2645
H -2.595010 -1.091343 -2.701205 -0.2743 0.1800 0.1797
H -1.961701 -2.719179 -2.521722 -0.0323 0.0040 0.0278
H 1.504456 1.218347 0.270118 -0.3064 -0.5716 -0.6843
H 2.749630 0.997322 -0.956527 -0.2715 -0.1377 -0.1788
H 1.635824 2.469453 -2.498939 -0.5609 0.2092 0.4436
H 0.239190 2.784931 -1.380896 0.3806 -0.3903 -0.0270
H 0.810837 3.940122 0.888592 0.4338 0.3592 -0.5151
H 2.124282 5.863949 1.817178 0.1722 -0.3886 -0.3450
H 5.138838 5.126531 -1.206473 -0.1920 0.2737 0.3491
H 3.654577 3.494873 -2.312542 0.0831 0.2753 0.3854
```
Positions in Å, forces in eV/Å.

**Energy**: -1998.04945 Eh
**Gap between HOMO and LUMO**: 8.566 eV
**Charge**: 0
**Largest force on an atom**: 3.6 eV/A
**HOMO energy**: -0.309 Ha
**Energy relative to the best compared isomer or geometry (same formula, charge and spin)**: 10.0 kcal/mol

---

(3)
The following is a DFT calculation (wB97M-V/def2-TZVPD) of a 3-piece molecular cluster, C18H15F3 overall.

```
36
Properties=species:S:1:pos:R:3:forces:R:3
F 0.893030 -14.591410 2.853260 0.3054 -0.5727 -1.2876
C 1.157430 -15.418030 1.787600 1.1718 -1.0081 -0.5813
C 0.137650 -15.854440 0.945640 -0.3321 1.2556 1.8740
C 0.374450 -16.780110 -0.024080 -0.0788 -1.3040 -1.0609
C 1.620110 -17.367870 -0.206100 0.5367 0.9117 0.2697
C 2.659650 -16.930030 0.592850 0.1622 1.7468 0.2158
C 2.463810 -15.884720 1.531300 -1.0021 -0.2089 0.4904
H -0.822980 -15.418590 1.177260 -0.3640 -0.2119 -0.3860
H -0.411450 -17.140030 -0.671560 -0.3240 0.2960 0.0157
H 1.890700 -17.967430 -1.062670 -0.4834 -0.4254 0.1002
H 3.666870 -17.218010 0.330200 0.1320 -0.1809 0.3174
H 3.258260 -15.422300 2.098240 0.2768 -0.2965 0.0333
F -0.567460 -5.339660 7.725200 0.3795 -0.1938 0.0709
C -0.344230 -5.988260 6.559780 -0.6008 0.7600 -0.3722
C -0.000780 -7.316200 6.539730 0.2391 0.3999 2.3855
C 0.032510 -7.938430 5.359880 -0.8768 -0.8601 -2.0271
C -0.284010 -7.248880 4.202540 0.8466 -0.7411 -0.4496
C -0.524560 -5.879360 4.178330 0.1281 -1.7830 -0.4903
C -0.599680 -5.258680 5.399260 0.1607 0.5828 0.9534
H 0.220240 -7.922620 7.405650 -0.1617 0.4552 0.4715
H 0.106140 -9.015600 5.333600 0.4472 -0.0548 -0.1216
H -0.211520 -7.865770 3.319020 -0.2783 0.4004 -0.4802
H -0.656520 -5.507430 3.173020 -0.2226 0.9007 0.3263
H -0.836640 -4.217300 5.559790 -0.0727 0.1283 -0.2659
F -4.512460 -10.475120 5.704570 0.6173 -0.8231 -0.2130
C -5.523530 -9.851920 6.287840 -0.9458 2.2672 0.3265
C -6.256080 -8.935270 5.488300 -1.2243 -0.3993 1.0752
C -7.330360 -8.218070 6.080890 2.5851 -0.5674 -0.5299
C -7.450570 -8.316540 7.449960 -2.3855 1.8114 -0.3030
C -6.713200 -9.117380 8.227050 1.5519 -1.8284 0.8227
C -5.708830 -9.907920 7.677860 -0.1449 -0.3066 -1.0786
H -6.087490 -8.796770 4.430570 0.3618 -0.2989 -0.0211
H -7.828110 -7.458040 5.496940 -0.3442 -0.1798 0.0462
H -8.192870 -7.714520 7.952910 -0.2313 0.1485 -0.0604
H -6.894780 -9.203860 9.288160 -0.0208 0.2135 0.0795
H -5.136010 -10.575000 8.304980 0.1919 -0.0334 -0.1455
```
Positions in Å, forces in eV/Å.

**Energy**: -994.45079 Eh
**Gap between HOMO and LUMO**: 9.919 eV
**Charge**: 0
**Largest force on an atom**: 3.0 eV/A
**HOMO energy**: -0.335 Ha
**Energy relative to the best compared isomer or geometry (same formula, charge and spin)**: 25.5 kcal/mol

---

(4)
The following is a DFT calculation (wB97M-V/def2-TZVPD) of a 3-piece molecular cluster, C18H15F3 overall.

```
36
Properties=species:S:1:pos:R:3:forces:R:3
F 7.401000 48.268000 16.296000 0.4307 0.8335 0.6231
C 6.776000 49.402000 16.723000 0.5815 1.6016 -0.2044
C 7.412000 50.542000 17.267000 0.5803 -1.2841 1.0128
C 6.599000 51.569000 17.759000 0.5918 -5.4456 -3.9012
C 5.330000 51.624000 17.427000 -1.9056 -4.0175 -2.7667
C 4.677000 50.631000 16.679000 1.0275 -2.2159 -0.7643
C 5.438000 49.451000 16.395000 -0.7264 -1.1039 -1.4420
H 8.476000 50.621000 17.540000 -0.4978 -0.5578 -0.4657
H 6.946000 52.266000 18.295000 3.0869 5.2011 3.9944
H 4.717000 52.279000 17.796000 -3.0729 4.3216 1.9539
H 3.638000 50.712000 16.309000 0.7774 0.0031 0.5458
H 5.258000 48.438000 15.780000 -0.8351 2.6532 1.3848
F 2.041000 46.684000 19.584000 -1.1221 1.7254 -0.7414
C 1.364000 47.732000 18.919000 4.5411 1.1808 1.6046
C 0.160000 47.506000 18.394000 -0.4748 -4.9909 2.5777
C -0.342000 48.412000 17.595000 -0.2967 5.3414 -1.7580
C 0.236000 49.686000 17.400000 1.9069 -0.6081 0.7694
C 1.538000 50.006000 18.018000 -4.9577 -2.2436 -1.4325
C 2.070000 49.007000 18.791000 0.1747 -1.4192 -0.3914
H -0.403000 46.545000 18.685000 1.0849 1.5041 -0.7537
H -1.282000 48.309000 17.195000 -2.0700 -0.5586 -1.0517
H -0.260000 50.390000 16.734000 0.1445 -0.0700 0.2494
H 1.875000 50.971000 17.786000 1.1293 0.9700 0.2356
H 3.098000 49.219000 19.071000 -0.1127 -0.8253 0.7156
F 2.981000 45.740000 12.488000 -0.4622 0.9023 0.5296
C 2.282000 46.858000 12.892000 1.8846 0.7297 0.0598
C 3.004000 47.962000 13.432000 -0.3546 -0.6568 -0.9399
C 2.297000 49.138000 13.745000 -2.5255 -2.0266 -0.2516
C 0.846000 49.165000 13.651000 -1.4078 -0.1212 -0.3171
C 0.174000 47.974000 13.107000 4.5453 2.4871 0.9291
C 0.936000 46.874000 12.678000 3.4985 8.1262 3.5632
H 4.121000 47.899000 13.497000 -1.2748 0.1062 0.0200
H 2.870000 49.922000 14.133000 0.4441 1.3203 0.4631
H 0.096000 50.120000 13.989000 2.6722 -2.7795 -1.0179
H -0.836000 47.967000 12.939000 -2.3984 0.0451 -0.0972
H 0.474000 46.114000 12.464000 -4.6072 -8.1280 -2.9353
```
Positions in Å, forces in eV/Å.

**Energy**: -994.32850 Eh
**Gap between HOMO and LUMO**: 9.704 eV
**Charge**: 0
**Largest force on an atom**: 9.8 eV/A
**HOMO energy**: -0.332 Ha
**Energy relative to the best compared isomer or geometry (same formula, charge and spin)**: 102.3 kcal/mol

---

(5)
The following is a DFT calculation (wB97M-V/def2-TZVPD) of C18H15F3N3O2SSn as an isolated structure.

```
43
Properties=species:S:1:pos:R:3:forces:R:3
Sn 0.141531 -0.187871 -1.538690 0.0211 -0.1025 0.0188
C -1.265072 3.339217 0.411674 0.0373 -0.0198 -0.0008
C -0.508619 2.536926 1.402199 -0.0207 0.0173 -0.0185
O 0.172346 1.471956 0.924639 0.1019 -0.1190 -0.0328
C -0.287395 2.671573 2.730253 -0.0677 -0.0089 0.0762
C 0.597475 1.635723 3.091073 0.1418 -0.1282 0.0378
C 1.221370 1.288191 4.388624 -0.0052 -0.0201 0.0265
N 0.871824 0.934474 2.009172 -0.2300 0.2725 -0.2688
N 1.668073 -0.138149 1.954329 0.2571 -0.1477 0.0221
C 2.183885 -0.574035 0.829218 -0.2099 0.0141 0.1064
O 1.916979 -0.136640 -0.352658 -0.1840 0.3172 -0.0008
C 3.171007 -1.666162 0.959138 0.0251 -0.0793 0.0350
C 3.953254 -1.993201 -0.144963 -0.0235 -0.0196 -0.0247
C 4.911018 -2.989058 -0.045052 -0.0017 -0.0071 -0.0108
C 5.081697 -3.667642 1.152314 -0.0020 0.0000 0.0242
C 4.291487 -3.354400 2.252137 -0.0047 -0.0037 0.0000
C 3.341236 -2.353967 2.160895 -0.0255 0.0226 -0.0179
H -1.473859 2.753515 -0.480875 -0.0386 -0.0175 -0.0077
H -0.680465 4.213107 0.120024 0.0049 -0.0164 -0.0169
H -2.199935 3.687663 0.845894 -0.0053 -0.0197 -0.0026
H -0.698352 3.421513 3.382600 0.0335 -0.0014 0.0095
H 0.881186 1.963597 5.167984 -0.0049 0.0154 -0.0115
H 2.306715 1.343338 4.298977 -0.0037 0.0115 0.0149
H 0.974381 0.260968 4.657808 -0.0134 0.0072 -0.0069
H 3.812972 -1.456098 -1.072624 0.0310 -0.0007 0.0038
H 5.523507 -3.236124 -0.901524 0.0033 0.0063 0.0023
H 5.831237 -4.443949 1.231116 -0.0111 -0.0079 -0.0056
H 4.416013 -3.894292 3.181014 0.0090 -0.0003 -0.0016
H 2.716741 -2.108293 3.008508 0.0261 -0.0032 0.0023
F -2.399876 -3.866159 1.630453 0.0947 0.0366 0.1133
C -3.179515 -3.726997 0.550858 -0.0332 0.0290 -0.0115
F -2.663992 -4.485864 -0.420541 0.0495 -0.0542 -0.1103
F -4.379980 -4.230237 0.858752 -0.0950 0.0000 0.0264
C -3.287952 -2.282234 0.123564 -0.0062 -0.0085 -0.0275
C -4.517274 -1.651952 0.112720 0.0337 0.0209 -0.0066
C -4.615523 -0.338325 -0.327964 -0.0422 0.0010 -0.0015
C -3.466196 0.291929 -0.746304 0.0427 0.0525 -0.1016
N -2.264818 -0.292758 -0.704064 0.1068 -0.0182 0.1499
C -2.155184 -1.561573 -0.277373 -0.0734 0.0156 0.0390
S -0.522893 -2.195488 -0.245652 0.0501 -0.0352 -0.0258
H -5.396896 -2.187750 0.439981 -0.0059 -0.0232 -0.0131
H -5.564866 0.175558 -0.355688 0.0044 -0.0030 -0.0063
H -3.497372 1.300876 -1.139444 0.0339 0.0258 0.0239
```
Positions in Å, forces in eV/Å.

**Energy**: -1921.53695 Eh
**Gap between HOMO and LUMO**: 8.136 eV
**Charge**: +1
**Largest force on an atom**: 0.4 eV/A
**HOMO energy**: -0.428 Ha
**Energy relative to the best compared isomer or geometry (same formula, charge and spin)**: 3.0 kcal/mol

---

(6)
The following is a DFT calculation (wB97M-V/def2-TZVPD) of a 2-piece molecular cluster, C18H15FN2O4S overall.

```
41
Properties=species:S:1:pos:R:3:forces:R:3
O 3.105537 4.930858 -5.184693 -1.3011 -0.9030 2.0789
N 2.460268 4.883074 -4.112665 0.8743 3.7591 -1.1007
O 2.148026 5.943798 -3.505975 0.4001 -2.4578 -0.8937
C 2.060715 3.638716 -3.537618 -1.1456 -2.3865 1.4104
C 1.330649 3.585003 -2.316671 1.3542 1.4802 -1.5313
C 0.938646 2.392490 -1.787932 -0.2226 1.1245 0.0298
C 1.133892 1.243111 -2.510282 0.1689 -1.1962 -0.5022
C 0.457665 0.106740 -1.783097 -0.7547 0.4917 -2.7158
F 1.094036 -0.081249 -0.686423 3.5245 -0.5375 5.5706
S 1.037084 -1.498003 -2.577505 -0.7684 -0.7518 0.1592
O 2.466601 -1.461667 -2.287618 -1.3483 -0.1482 -0.7349
O 0.514954 -1.719454 -3.915591 0.4859 0.3133 0.9622
C 0.252322 -2.616539 -1.412203 0.4620 -0.0853 -0.7108
C 0.943886 -3.008374 -0.271489 -0.2020 0.0669 0.2723
C 0.276103 -3.810547 0.654182 -0.1915 0.1464 -0.2702
C -1.052301 -4.185988 0.412860 0.1456 -0.0693 -0.1150
C -1.711762 -3.806650 -0.761028 0.2153 0.1155 -0.0275
C -1.043670 -3.026275 -1.702586 -0.1152 0.1476 0.3169
C 1.941245 1.183076 -3.666929 -0.5727 1.1544 0.2463
C 2.357824 2.427211 -4.156743 0.6885 0.3045 -1.1302
H 1.132631 4.537719 -1.886552 -0.2138 0.4275 0.6448
H 0.446055 2.372213 -0.808617 0.0216 -0.0094 -0.5535
H -0.484264 0.437751 -1.262030 -0.7441 -0.9531 -2.4824
H 1.956089 -2.642751 -0.082244 -0.3443 -0.2057 -0.1943
H 0.795426 -4.110654 1.563618 -0.2376 -0.0018 -0.2021
H -1.576202 -4.799312 1.141350 0.0780 0.1141 -0.0869
H -2.744319 -4.091834 -0.958015 0.2709 -0.0563 0.1829
H -1.529171 -2.688304 -2.620241 0.1669 -0.1959 0.2572
H 2.244370 0.288072 -4.235582 -0.5605 0.4845 0.6370
H 2.911943 2.489828 -5.103031 -0.1412 -0.1695 0.5018
C -1.603622 0.795271 6.310317 -0.5304 -1.3722 0.7495
C -1.221494 -0.490335 5.863364 -0.3183 0.7778 -0.8409
C -1.840967 -0.963886 4.691271 0.7840 0.2821 0.7194
N -2.819145 -0.306603 4.088626 -0.3311 -0.2364 -0.6745
C -3.312121 0.791642 4.639598 0.2802 0.5488 0.3016
C -2.766954 1.363563 5.797398 -0.0089 0.3683 -0.4846
H -1.091853 1.239149 7.159947 -0.1073 -0.0154 -0.1010
H -0.442202 -1.085545 6.337149 -0.0293 0.3933 -0.1312
H -1.431358 -1.839394 4.171076 -0.4253 0.1411 0.3413
H -4.091144 1.322879 4.074496 0.1038 -0.4341 0.4176
H -3.243414 2.261202 6.228106 0.5896 -0.4563 -0.3161
```
Positions in Å, forces in eV/Å.

**Energy**: -1603.23983 Eh
**Gap between HOMO and LUMO**: 8.795 eV
**Charge**: 0
**Largest force on an atom**: 6.6 eV/A
**HOMO energy**: -0.362 Ha